The following is a DFT calculation (ωB97M-V/def2-TZVPD) of a molecular structure, C12H30CsN2O4S at a distorted geometry.

Each line ends with the Löwdin charge.
Element x y z (Å)
Cs  -0.99  -0.73  0.94  1.122
S  -1.28  -1.22  4.40  0.126
O  -0.40  -1.94  3.42  -0.644
O  -0.46  -0.40  5.31  -0.451
O  -2.14  -0.30  3.60  -0.610
O  -2.07  -2.21  5.16  -0.440
C  -3.77  2.50  0.92  -0.077
C  -2.87  2.61  -0.29  -0.263
N  -1.45  2.42  0.06  -0.246
C  -0.62  2.29  -1.13  -0.286
C  0.84  2.04  -0.79  -0.108
C  -0.98  3.36  1.08  -0.244
C  -1.03  4.84  0.69  -0.074
H  -3.75  3.36  1.59  0.073
H  -3.54  1.61  1.51  0.079
H  -4.81  2.37  0.61  0.075
H  -3.08  1.82  -1.01  0.110
H  -3.00  3.56  -0.82  0.108
H  -0.99  1.40  -1.66  0.100
H  -0.67  3.16  -1.80  0.115
H  1.37  2.84  -0.28  0.074
H  0.90  1.16  -0.15  0.004
H  1.38  1.72  -1.69  0.073
H  0.06  3.13  1.31  0.104
H  -1.51  3.20  2.01  0.120
H  -2.05  5.15  0.46  0.062
H  -0.43  5.03  -0.21  0.066
H  -0.68  5.46  1.51  0.074
C  0.37  -4.12  0.62  -0.084
C  0.55  -3.67  -0.84  -0.261
N  1.26  -2.38  -0.94  -0.231
C  1.21  -1.88  -2.30  -0.267
C  2.11  -2.57  -3.33  -0.084
C  2.61  -2.44  -0.42  -0.263
C  3.32  -1.09  -0.42  -0.067
H  0.14  -3.30  1.30  0.007
H  1.28  -4.62  0.96  0.073
H  -0.39  -4.90  0.73  0.079
H  1.05  -4.46  -1.42  0.106
H  -0.40  -3.54  -1.36  0.106
H  0.18  -1.93  -2.68  0.109
H  1.42  -0.80  -2.32  0.097
H  3.17  -2.35  -3.18  0.062
H  2.03  -3.66  -3.30  0.067
H  1.84  -2.28  -4.34  0.071
H  3.26  -3.19  -0.91  0.118
H  2.56  -2.80  0.61  0.115
H  3.66  -0.79  -1.41  0.065
H  4.15  -1.14  0.28  0.078
H  2.62  -0.31  -0.09  0.059

Summary:
**Strongest force on any atom**: 1.8 eV/A
**Molar mass**: 431.35 g/mol
**LUMO energy**: 0.0568 hartree
**Energy relative to the best compared isomer or geometry (same formula, charge and spin)**: 0.0 kJ/mol
**Net charge**: -1
**Spin multiplicity**: 1